Entry 1:
Molecular formula: C6H9NO
Method: DFT, wB97M-V/def2-TZVPD

Each line ends with the Mulliken charge.
Geometry (Å):
O 0.745824 1.489362 -0.425192  -0.535
C 0.791771 0.262213 0.196780  0.702
C -0.214601 0.152271 1.276143  -0.949
C -1.412255 -0.237967 0.410629  -0.411
C -1.570077 0.465013 -0.845174  -0.170
N -1.007195 -0.733949 -0.982098  -0.471
C 0.429571 -0.903897 -0.533065  -0.058
C 1.950005 -0.685285 -0.449014  -0.844
H 1.647139 1.892345 -0.391386  0.342
H -0.141744 -0.775588 1.847165  0.259
H -0.393722 0.917906 2.002685  0.426
H -2.359926 -0.475408 0.830382  0.436
H -2.627982 0.340895 -1.241986  0.255
H -1.094737 1.402896 -1.122728  0.185
H 0.216855 -1.640140 0.304994  0.210
H 2.452749 -1.381722 0.217562  0.260
H 2.588321 -0.088949 -1.095702  0.364

Atoms 1-2, force components in eV/Å:
O 1.78 1.75 -0.91
C 2.91 -0.51 1.55

Molar mass (g mol⁻¹): 111.144
Spin multiplicity: 1
E_tot (eV): -9898.818
F_max (eV/Å): 6.41
LUMO energy (eV): 0.70
Highest occupied orbital energy (eV): -8.039
Structure (SMILES): O[C@@]12C[C@H]3CN3[C@H]1C2
Kohn-Sham gap (eV): 8.7



Entry 2:
Molecular formula: C6H11N5PSc
Method: DFT, wB97M-V/def2-TZVPD

Each line ends with the Mulliken charge.
Geometry (Å):
C -0.644724 0.321658 -2.016473  0.175
C -1.489479 1.398421 -2.299852  -1.012
C -0.706810 2.527234 -2.700756  -0.303
C 0.675076 2.177609 -2.681819  -0.681
C 0.814493 0.839725 -2.274163  -0.383
Sc 1.346919 -1.606556 0.524489  0.910
P 0.032493 -3.365490 -0.735022  -0.103
H -0.912209 -0.692523 -1.725313  0.124
H -2.577106 1.374921 -2.227146  0.335
H -1.108678 3.501439 -2.968934  0.383
H 1.725037 0.243799 -2.169771  0.204
H 1.497568 2.845151 -2.934386  0.368
H 0.593438 -4.127158 -1.816362  0.120
H -1.246554 -3.101408 -1.348554  0.152
H -0.396857 -4.474969 0.077781  0.127
N 1.410117 0.406239 4.404164  -0.580
N 0.588215 0.209869 3.281633  1.168
N -0.698974 0.625525 3.245995  -0.865
C -1.111732 0.121924 2.074724  -0.125
N -0.190787 -0.582615 1.418021  -0.243
N 0.974813 -0.539382 2.318121  -0.745
H 2.367593 0.374996 4.067135  0.261
H 1.157855 1.295495 4.826407  0.286
H -2.099702 0.226105 1.660074  0.425

Atoms 1-2, force components in eV/Å:
C 3.20 1.16 -0.55
C 0.60 0.19 0.05

Molar mass (g mol⁻¹): 229.119
Spin multiplicity: 1
E_tot (eV): -43831.108
F_max (eV/Å): 3.62
LUMO energy (alpha / beta) (eV): -1.53 / -1.40
Highest occupied orbital energy (alpha / beta) (eV): -5.474 / -5.455
Kohn-Sham gap (alpha / beta) (eV): 3.9 / 4.1



Entry 3:
Molecular formula: C4H7NO
Method: DFT, wB97M-V/def2-TZVPD

Each line ends with the Mulliken charge.
Geometry (Å):
O -3.043163 0.138643 0.701803  -0.478
C -1.935453 -0.341822 0.671438  -0.006
C -0.631875 0.455137 0.712354  -0.391
N 0.352641 -0.439781 0.120520  -0.263
C 0.770273 -0.219916 -1.263699  -0.499
C 1.722361 -0.008014 -0.139323  -0.298
H -1.731589 -1.440457 0.596864  0.362
H -0.383056 0.632296 1.773958  0.321
H -0.778767 1.437663 0.216987  0.303
H 0.433073 0.670737 -1.815316  0.240
H 0.761946 -1.151121 -1.834859  0.239
H 2.477211 -0.755994 0.121949  0.230
H 1.986392 1.022623 0.137322  0.239

Atoms 1-2, force components in eV/Å:
O 0.71 -0.37 -0.01
C -0.38 0.36 0.07

Molar mass (g mol⁻¹): 85.106
Spin multiplicity: 1
E_tot (eV): -7797.126
F_max (eV/Å): 0.80
LUMO energy (eV): 1.08
Highest occupied orbital energy (eV): -9.672
Structure (SMILES): O=CCN1CC1
Kohn-Sham gap (eV): 10.8



Entry 4:
Molecular formula: C4H7N
Method: DFT, wB97M-V/def2-TZVPD

Each line ends with the Mulliken charge.
Geometry (Å):
C -1.746080 0.291424 -0.096418  -0.666
C -0.862953 -0.722119 0.023586  -0.340
C 0.524953 -0.542937 0.522205  0.048
C 1.277351 0.714026 0.110699  -0.425
N 1.696026 -0.612764 -0.381272  -0.564
H -1.442861 1.379352 -0.005433  0.225
H -2.770400 0.088083 -0.384755  0.273
H -1.271402 -1.744112 -0.053271  0.299
H 0.656176 -0.932181 1.520680  0.350
H 0.649200 1.287240 -0.638383  0.248
H 1.888617 1.442241 0.757012  0.241
H 1.401374 -0.648258 -1.374646  0.311

Atoms 1-2, force components in eV/Å:
C 1.18 0.34 -0.32
C -1.39 0.67 0.44

Molar mass (g mol⁻¹): 69.107
Spin multiplicity: 1
E_tot (eV): -5749.270
F_max (eV/Å): 2.14
LUMO energy (eV): 1.16
Highest occupied orbital energy (eV): -9.534
Structure (SMILES): C=C[C@@H]1CN1
Kohn-Sham gap (eV): 10.7



Entry 5:
Molecular formula: C16H44B3BrN2O7
Method: DFT, wB97M-V/def2-TZVPD

Each line ends with the Mulliken charge.
Geometry (Å):
C 0.319418 2.528619 3.413773  -0.708
C -0.241073 3.392613 2.151402  -0.088
C -1.612711 2.865647 1.449763  -0.459
C -2.005753 1.300244 1.695429  -0.030
N -1.249352 0.311088 0.793402  -0.393
B -0.271054 -0.534642 1.586126  0.142
O -0.569442 -1.345275 2.783370  -0.432
B -0.245949 -2.747404 2.337956  0.485
N -1.333698 -3.804242 2.388359  -0.650
O 1.076458 -3.137099 1.805994  -0.165
B 1.544488 -2.031173 0.898426  0.167
Br 2.801839 -2.624690 -0.595749  -0.266
O 1.144402 -0.602820 1.078710  0.134
H 0.873800 3.272225 4.145932  0.326
H 1.125559 1.761692 3.038215  0.084
H -0.475455 1.942207 4.036223  0.191
H -0.452527 4.501422 2.538657  0.380
H 0.574155 3.528974 1.293678  -0.128
H -1.518768 3.028160 0.274042  0.114
H -2.498146 3.559522 1.807788  0.321
H -3.148515 1.185834 1.365967  0.009
H -1.997379 0.956900 2.835299  0.131
H -1.990038 -0.370626 0.449551  0.241
H -1.939004 -3.712026 1.527931  0.261
H -1.958307 -3.515035 3.177252  0.286
C 3.689199 -5.196174 4.097977  -0.941
C 4.180926 -6.184774 3.052846  0.311
C 5.368113 -5.630821 2.281295  -1.105
O 3.122338 -6.477329 2.144538  -0.557
H 3.356787 -4.263141 3.629255  0.088
H 2.826897 -5.603160 4.636997  0.294
H 4.476273 -4.962528 4.821558  0.378
H 4.464225 -7.124427 3.539463  0.300
H 5.095303 -4.713118 1.748050  0.230
H 5.703536 -6.347857 1.524301  0.305
H 6.205573 -5.410171 2.950340  0.365
H 2.864212 -5.648704 1.707756  0.341
C 1.434026 3.355335 -1.692640  -1.028
C 2.253786 2.075760 -1.738575  0.439
C 1.738518 1.125613 -2.807821  -0.985
O 2.196815 1.432541 -0.468046  -0.458
H 0.386900 3.141568 -1.450604  0.096
H 1.808457 4.024329 -0.910340  0.291
H 1.470484 3.882158 -2.651166  0.330
H 3.303624 2.318056 -1.936396  0.355
H 0.702100 0.832676 -2.605386  0.259
H 2.330150 0.203937 -2.821086  0.284
H 1.784066 1.585513 -3.799821  0.186
H 1.268247 1.213681 -0.283959  0.231
C -7.533263 -0.281122 1.651338  -1.401
C -6.055798 -0.506999 1.372944  0.523
C -5.771128 -1.962540 1.038380  -1.155
O -5.296213 -0.128322 2.517870  -0.515
H -7.865865 -0.875850 2.509490  0.346
H -7.721424 0.768226 1.902756  0.344
H -8.143899 -0.548374 0.783386  0.374
H -5.736042 0.131053 0.541892  0.288
H -6.041220 -2.617035 1.874825  0.335
H -4.702205 -2.112720 0.852529  0.176
H -6.328903 -2.280291 0.152057  0.389
H -5.573416 -0.689676 3.260882  0.326
C 2.180878 3.968342 -7.753748  -1.313
C 1.613505 3.084421 -6.654569  0.378
C 0.488809 3.782823 -5.906997  -1.165
O 2.651046 2.746030 -5.737934  -0.533
H 2.600388 4.891060 -7.337391  0.351
H 2.997599 3.457590 -8.275136  0.315
H 1.410395 4.233438 -8.484312  0.372
H 1.242129 2.149759 -7.088720  0.265
H 0.848261 4.699055 -5.425053  0.302
H 0.098424 3.139744 -5.110920  0.271
H -0.332450 4.042400 -6.582124  0.407
H 2.986888 3.569911 -5.347475  0.354

Atoms 1-2, force components in eV/Å:
C 0.90 0.22 -0.04
C 0.00 1.07 -0.18

Molar mass (g mol⁻¹): 488.875
Spin multiplicity: 1
E_tot (eV): -106695.659
F_max (eV/Å): 4.95
LUMO energy (eV): 0.01
Highest occupied orbital energy (eV): -9.624
Structure (SMILES): CCCCNB1OB(N)OB(Br)O1.CC(C)O.CC(C)O.CC(C)O.CC(C)O
Kohn-Sham gap (eV): 9.6



Entry 6:
Molecular formula: C34H38FNO2PSSr
Method: DFT, wB97M-V/def2-TZVPD

Each line ends with the Mulliken charge.
Geometry (Å):
Sr -0.394350 0.985854 0.724345  1.583
C 0.303511 -3.350396 1.482699  -1.222
C 0.549921 -3.746470 0.026138  0.473
C 2.002202 -4.186517 -0.164006  -1.474
C 0.178239 -2.566621 -0.894067  1.689
C 0.295063 -2.894873 -2.398415  -0.668
O 1.509481 -2.233600 -2.803021  -0.457
C 1.847874 -1.420888 -1.783383  -0.330
N 1.150363 -1.469850 -0.721717  0.043
C 3.017750 -0.543760 -2.021066  -0.324
C 4.310536 -1.013144 -1.853415  -0.229
C 5.390159 -0.186454 -2.129258  -0.888
C 5.172237 1.102202 -2.591591  -0.776
C 3.878639 1.582202 -2.746271  -0.563
C 2.789904 0.766904 -2.455791  0.445
P 1.036898 1.296470 -2.450958  1.272
C 1.121572 3.048280 -2.977556  0.490
C 0.502030 3.528081 -4.128127  -0.716
C 0.533991 4.884946 -4.423139  -0.703
C 1.186237 5.773237 -3.583077  -0.640
C 1.792371 5.304935 -2.424488  -0.947
C 1.743634 3.956336 -2.115300  -0.261
C 0.314459 0.480590 -3.909149  0.683
C -1.030402 0.117347 -3.833603  -0.479
C -1.655138 -0.433836 -4.941765  -0.316
C -0.935994 -0.645030 -6.109329  -0.630
C 0.412578 -0.316367 -6.170900  -0.796
C 1.039824 0.251486 -5.074293  -0.401
H 0.609608 -4.151627 2.155123  0.454
H -0.755264 -3.141248 1.644738  0.131
H 0.873350 -2.447169 1.710990  0.192
H -0.111360 -4.577947 -0.236649  0.379
H 2.675683 -3.388969 0.152417  0.227
H 2.217853 -4.433777 -1.205249  0.334
H 2.213273 -5.070571 0.437063  0.519
H -0.809192 -2.186462 -0.622618  -1.062
H -0.529297 -2.465154 -2.969451  0.176
H 0.392497 -3.957686 -2.611921  0.448
H 4.473897 -2.023912 -1.502019  0.560
H 6.399100 -0.550416 -1.991254  0.427
H 6.012142 1.740903 -2.830783  0.460
H 3.722902 2.585052 -3.118144  0.490
H -0.001337 2.839898 -4.794001  0.417
H 0.033992 5.248585 -5.311158  0.441
H 1.217653 6.826999 -3.824693  0.407
H 2.291199 5.999691 -1.760737  0.438
H 2.208791 3.586825 -1.205346  0.722
H -1.545191 0.258990 -2.887649  -0.227
H -2.701480 -0.706931 -4.897639  0.470
H -1.424817 -1.074513 -6.973477  0.391
H 0.974420 -0.503150 -7.076390  0.425
H 2.090175 0.513105 -5.116898  0.490
F -6.361446 -2.512363 -0.099130  -0.333
C -5.141065 -1.939740 -0.139647  0.492
C -4.154475 -2.381252 0.718819  -0.699
C -2.912574 -1.754404 0.691803  0.179
C -2.594510 -0.693151 -0.176296  -0.170
C -3.636852 -0.317895 -1.041239  -0.595
C -4.892133 -0.919787 -1.035513  -0.775
H -4.362798 -3.197236 1.400424  0.435
H -2.154850 -2.119547 1.382433  0.151
H -3.479633 0.479583 -1.763496  0.328
H -5.676620 -0.601150 -1.711490  0.426
C 1.952302 3.186605 3.899445  -1.107
C 1.046424 2.090853 4.431212  -0.549
S 0.119763 1.218384 3.144668  0.497
O 1.160151 0.752254 2.168355  -0.692
C -0.665571 2.613889 2.262985  -1.451
C 0.257939 3.128161 1.199180  -2.507
H 2.687607 3.474417 4.648069  0.415
H 1.391966 4.085006 3.644580  0.231
H 2.495005 2.839253 3.020120  0.273
H 0.314614 2.466538 5.148486  0.482
H 1.625094 1.288782 4.891918  0.449
H -0.956145 3.352829 3.005211  0.566
H -1.567826 2.188860 1.845470  1.032
H 0.725040 4.068018 1.469827  0.468
H -0.253975 3.285991 0.253323  0.943
H 1.055165 2.406248 1.060845  0.941

Atoms 1-2, force components in eV/Å:
Sr -3.14 -8.07 -9.92
C -0.12 -0.13 -0.21

Molar mass (g mol⁻¹): 662.342
Charge: +1
Spin multiplicity: 1
E_tot (eV): -65127.422
F_max (eV/Å): 13.17
LUMO energy (eV): -2.97
Highest occupied orbital energy (eV): -9.594
Kohn-Sham gap (eV): 6.6